{"formula": "C29H54BBr12INO2Si", "method": "ωB97M-V with the def2-TZVPD basis set", "spin_multiplicity": 1, "total_energy_ha": -32843.02885, "gap_ev": 6.47, "total_charge": -1, "homo_ha": -0.181, "elements": ["C", "C", "C", "C", "C", "C", "C", "B", "I", "C", "C", "O", "Si", "C", "C", "C", "C", "C", "O", "N", "C", "C", "C", "H", "H", "H", "H", "H", "H", "H", "H", "H", "H", "H", "H", "H", "H", "H", "H", "H", "H", "H", "H", "H", "H", "H", "H", "H", "H", "H", "H", "H", "H", "Br", "C", "C", "Br", "H", "H", "H", "H", "Br", "C", "C", "Br", "H", "H", "H", "H", "Br", "C", "C", "Br", "H", "H", "H", "H", "Br", "C", "C", "Br", "H", "H", "H", "H", "Br", "C", "C", "Br", "H", "H", "H", "H", "Br", "C", "C", "Br", "H", "H", "H", "H"], "coordinates": [[-3.75, 1.81, -4.76], [-3.31, 0.58, -3.99], [-4.24, 0.02, -3.13], [-3.87, -1.10, -2.43], [-2.60, -1.61, -2.57], [-1.65, -1.05, -3.39], [-0.25, -1.58, -3.54], [0.83, -1.04, -2.39], [0.23, -2.06, -0.46], [2.33, -1.47, -2.94], [3.26, -2.21, -1.96], [2.99, -3.63, -1.97], [3.79, -4.46, -0.78], [3.47, -3.86, 0.98], [5.67, -4.54, -1.01], [3.16, -6.25, -0.88], [0.79, 0.60, -2.28], [1.41, 1.19, -1.04], [2.31, 0.69, -0.39], [0.87, 2.50, -0.66], [1.97, 3.30, -0.10], [-0.25, 2.35, 0.27], [-2.05, 0.06, -4.12], [-4.83, 1.83, -4.89], [-3.52, 2.70, -4.16], [-3.25, 1.89, -5.74], [-5.23, 0.44, -3.00], [-4.53, -1.62, -1.74], [-2.31, -2.49, -1.99], [-0.26, -2.67, -3.56], [0.18, -1.26, -4.50], [2.25, -2.13, -3.82], [2.90, -0.60, -3.29], [3.28, -1.79, -0.95], [4.29, -2.10, -2.36], [2.59, -3.23, 1.09], [3.30, -4.76, 1.59], [4.34, -3.32, 1.38], [6.20, -3.75, -0.47], [6.01, -4.59, -2.06], [6.01, -5.48, -0.54], [3.93, -6.92, -1.29], [2.75, -6.60, 0.07], [2.33, -6.27, -1.60], [1.37, 1.01, -3.12], [-0.22, 1.03, -2.36], [2.84, 3.17, -0.74], [1.70, 4.37, -0.14], [2.19, 3.00, 0.93], [-0.57, 1.31, 0.41], [-0.01, 2.82, 1.23], [-1.13, 2.89, -0.11], [-1.38, 0.55, -4.82], [0.42, -0.27, 2.86], [0.23, 0.38, 4.68], [-1.18, 0.82, 4.96], [-1.54, 2.57, 4.17], [0.96, 1.17, 4.82], [0.49, -0.47, 5.31], [-1.34, 0.96, 6.03], [-1.93, 0.14, 4.57], [-1.56, -3.55, -5.89], [-1.37, -5.47, -5.72], [-2.68, -6.13, -5.39], [-3.16, -5.88, -3.52], [-0.60, -5.65, -4.97], [-1.00, -5.81, -6.69], [-2.61, -7.21, -5.52], [-3.50, -5.75, -5.98], [0.02, 5.92, 6.50], [-1.78, 5.86, 5.76], [-2.73, 6.70, 6.56], [-3.25, 5.83, 8.22], [-2.07, 4.81, 5.72], [-1.68, 6.25, 4.75], [-3.66, 6.85, 6.01], [-2.32, 7.67, 6.83], [-5.69, 11.24, 4.97], [-5.25, 9.77, 6.17], [-4.75, 10.27, 7.49], [-2.91, 10.90, 7.37], [-4.53, 9.14, 5.65], [-6.18, 9.22, 6.30], [-4.72, 9.46, 8.22], [-5.33, 11.09, 7.89], [-3.26, -0.08, 1.75], [-5.05, -0.14, 1.01], [-6.01, 0.72, 1.79], [-6.53, -0.14, 3.46], [-5.34, -1.18, 0.97], [-4.95, 0.25, -0.01], [-6.94, 0.86, 1.24], [-5.59, 1.68, 2.06], [8.59, -5.51, -3.77], [9.45, -4.31, -2.50], [10.40, -5.06, -1.59], [9.44, -6.04, -0.22], [8.66, -3.80, -1.96], [9.99, -3.59, -3.11], [11.03, -4.36, -1.05], [11.02, -5.77, -2.12]], "lowdin_charge": [-0.06, -0.29, -0.09, -0.10, -0.10, -0.29, -0.23, -0.96, 0.87, -0.16, -0.33, -0.25, 0.41, -0.17, -0.18, -0.16, -0.10, -0.47, 0.05, -0.18, -0.11, -0.10, -0.03, 0.06, 0.08, 0.07, 0.10, 0.10, 0.07, 0.06, 0.09, 0.10, 0.09, 0.08, 0.11, -0.03, 0.02, 0.03, 0.02, 0.01, 0.02, 0.02, 0.02, 0.02, 0.12, 0.10, 0.08, 0.08, 0.08, 0.04, 0.05, 0.08, 0.13, 0.62, -0.69, -0.67, 0.65, 0.05, 0.05, 0.06, 0.02, 0.72, -0.69, -0.71, 0.61, 0.05, 0.05, 0.05, 0.04, 0.60, -0.72, -0.71, 0.60, -0.03, 0.06, 0.05, 0.03, 0.61, -0.71, -0.69, 0.61, 0.03, 0.06, 0.05, 0.05, 0.64, -0.70, -0.69, 0.58, 0.05, 0.04, 0.05, 0.05, 0.61, -0.70, -0.70, 0.61, 0.04, 0.06, 0.05, 0.05]}



{"formula": "C29H54Br2N2O11P", "method": "ωB97M-V with the def2-TZVPD basis set", "spin_multiplicity": 1, "total_energy_ha": -7563.51437, "gap_ev": 6.27, "total_charge": 1, "homo_ha": -0.418, "elements": ["C", "C", "O", "N", "C", "C", "O", "C", "C", "N", "C", "P", "O", "O", "O", "C", "C", "C", "O", "Br", "C", "C", "C", "O", "Br", "H", "H", "H", "H", "H", "H", "H", "H", "H", "H", "H", "H", "H", "H", "C", "C", "O", "C", "C", "H", "H", "H", "H", "H", "H", "H", "H", "H", "H", "C", "C", "O", "C", "C", "H", "H", "H", "H", "H", "H", "H", "H", "H", "H", "C", "C", "O", "C", "C", "H", "H", "H", "H", "H", "H", "H", "H", "H", "H", "C", "C", "O", "C", "C", "H", "H", "H", "H", "H", "H", "H", "H", "H", "H"], "coordinates": [[3.75, 0.89, 2.71], [4.16, 0.86, 1.17], [4.95, 1.76, 0.78], [3.68, -0.10, 0.15], [4.59, -1.25, -0.05], [6.19, -0.99, -0.13], [4.21, -2.43, -0.21], [2.28, -0.51, 0.34], [1.72, -1.40, 1.48], [0.31, -1.73, 1.59], [-0.69, -1.24, 0.64], [-2.47, -1.75, 1.01], [-2.56, -3.26, 0.84], [-2.83, -1.29, 2.63], [-3.63, -1.00, 0.04], [-0.25, -0.36, -0.58], [-1.29, 0.20, -1.65], [-1.83, -1.03, -2.53], [-1.11, -2.06, -2.56], [-3.56, -0.84, -3.45], [1.25, 0.00, -0.74], [1.84, 0.88, -1.95], [2.27, 2.36, -1.49], [1.51, 2.96, -0.70], [3.97, 3.11, -2.20], [2.64, 1.22, 2.78], [4.37, 1.67, 3.28], [3.89, -0.11, 3.26], [6.71, -1.33, 0.82], [6.58, -1.65, -0.99], [6.44, 0.09, -0.44], [2.42, -1.82, 2.28], [0.00, -2.33, 2.37], [-2.78, -0.30, 2.68], [-3.74, -0.04, 0.31], [-0.86, 1.03, -2.32], [-2.14, 0.71, -1.06], [2.82, 0.36, -2.28], [1.15, 0.86, -2.86], [-3.74, 4.86, -6.63], [-3.27, 3.43, -6.48], [-4.01, 2.68, -5.52], [-5.40, 2.54, -5.76], [-5.72, 1.85, -7.07], [-3.69, 5.38, -5.67], [-3.12, 5.40, -7.35], [-4.78, 4.92, -6.97], [-2.23, 3.43, -6.14], [-3.27, 2.91, -7.44], [-5.89, 3.52, -5.70], [-5.80, 1.95, -4.94], [-5.35, 2.40, -7.93], [-6.80, 1.74, -7.19], [-5.26, 0.86, -7.10], [3.15, -4.24, -2.77], [2.77, -2.88, -3.32], [3.37, -2.58, -4.57], [3.06, -3.47, -5.64], [1.57, -3.53, -5.96], [4.23, -4.33, -2.66], [2.69, -4.40, -1.79], [2.82, -5.05, -3.42], [3.11, -2.11, -2.62], [1.68, -2.77, -3.38], [3.46, -4.46, -5.44], [3.59, -3.09, -6.52], [0.99, -3.91, -5.12], [1.40, -4.19, -6.81], [1.19, -2.53, -6.21], [-2.14, 4.58, 4.80], [-3.02, 3.91, 3.75], [-2.77, 2.52, 3.61], [-2.97, 1.71, 4.76], [-4.40, 1.77, 5.30], [-1.08, 4.43, 4.56], [-2.34, 5.65, 4.84], [-2.31, 4.17, 5.79], [-2.81, 4.36, 2.78], [-4.08, 4.09, 3.95], [-2.25, 1.98, 5.54], [-2.75, 0.68, 4.47], [-4.68, 2.78, 5.61], [-4.50, 1.11, 6.16], [-5.11, 1.46, 4.52], [2.51, -0.41, 6.18], [1.64, -1.07, 5.11], [1.89, -2.46, 4.96], [1.67, -3.28, 6.10], [0.25, -3.23, 6.62], [3.57, -0.56, 5.95], [2.30, 0.66, 6.23], [2.33, -0.83, 7.17], [1.86, -0.60, 4.15], [0.58, -0.89, 5.31], [2.39, -3.02, 6.89], [1.90, -4.30, 5.80], [-0.04, -2.22, 6.94], [0.13, -3.90, 7.48], [-0.46, -3.53, 5.84]], "lowdin_charge": [0.00, -0.34, 0.04, 0.04, -0.33, 0.01, 0.05, -0.06, 0.10, 0.11, -0.08, 0.65, -0.27, -0.16, -0.17, -0.04, -0.13, -0.73, -0.01, 0.75, 0.04, -0.10, -0.70, 0.00, 0.73, 0.10, 0.11, 0.09, 0.10, 0.11, 0.09, 0.15, 0.17, 0.06, 0.10, 0.14, 0.12, 0.12, 0.13, -0.08, -0.28, -0.18, -0.28, -0.08, 0.08, 0.08, 0.07, 0.11, 0.11, 0.11, 0.11, 0.07, 0.08, 0.08, -0.07, -0.29, -0.16, -0.27, -0.08, 0.09, 0.08, 0.07, 0.08, 0.10, 0.11, 0.12, 0.07, 0.08, 0.08, -0.07, -0.27, -0.18, -0.28, -0.07, 0.08, 0.08, 0.07, 0.12, 0.11, 0.11, 0.09, 0.07, 0.08, 0.08, -0.07, -0.30, -0.18, -0.26, -0.07, 0.08, 0.08, 0.07, 0.06, 0.11, 0.11, 0.12, 0.07, 0.09, 0.08]}